C50H38CuN5O4S2 | ωB97M-V/def2-TZVPD

```
100
C50H38CuN5O4S2 | the Open Molecules 2025 dataset | ωB97M-V/def2-TZVPD
Cu -0.057 -0.752 0.019
S -2.415 1.430 1.407
S -1.797 -0.916 -1.890
O -1.086 -1.002 -3.187
O 6.528 -0.874 -1.694
O 5.069 -0.846 4.405
O -3.509 0.590 0.857
N -0.874 -2.088 1.067
N 1.159 -0.175 1.484
N -3.593 -4.973 2.924
N -0.142 -3.052 5.226
N 1.644 -0.610 -1.071
C -1.562 -3.411 3.112
C 3.078 0.121 3.446
C -2.676 -4.284 3.034
C 0.331 3.146 -1.832
C -2.547 3.632 3.050
C 4.198 -0.964 -2.113
C -3.177 2.898 2.059
C -2.346 -4.864 -1.685
C -0.875 2.540 -2.253
C 5.569 -1.183 -2.681
C 3.441 -0.087 2.117
C -5.379 1.807 -2.524
C -3.449 -2.611 -0.482
C -3.211 0.133 -2.079
C 0.623 3.229 -0.447
C 0.941 3.558 -4.131
C -0.255 2.941 -4.554
C -5.450 0.432 -2.862
C 0.797 0.016 2.752
C -3.166 4.771 3.542
C -1.457 2.127 0.054
C 4.010 -0.702 -0.762
C 1.729 0.172 3.760
C 1.821 -0.858 -2.375
C 2.459 -0.245 1.158
C -1.141 2.444 -3.643
C -4.408 5.175 3.060
C -6.403 3.990 -2.386
C 4.158 0.229 4.497
C -6.486 2.670 -2.718
C 1.229 3.655 -2.801
C -4.125 3.710 -1.649
C -3.734 -6.381 -0.224
C -1.788 2.027 -1.275
C -5.208 4.515 -1.844
C -0.784 -3.210 4.281
C -4.392 -0.395 -2.646
C -3.079 1.457 -1.766
C -0.240 2.722 0.473
C -5.091 6.389 3.621
C -1.191 -2.696 2.008
C -4.182 2.332 -1.985
C 3.075 -1.033 -2.924
C 2.730 -0.522 -0.276
C -2.501 -2.491 -1.492
C -3.291 -5.020 -0.676
C -4.419 3.272 1.563
C -3.840 -3.877 -0.089
C -1.941 -3.602 -2.100
C -5.023 4.409 2.069
H -6.362 0.048 -3.302
H -5.992 4.709 1.690
H 3.156 -1.222 -3.987
H 3.711 0.314 5.490
H 4.740 1.134 4.319
H -1.211 -3.483 -2.890
H -1.589 3.319 3.450
H -7.252 4.643 -2.537
H -4.449 -1.442 -2.910
H -5.155 5.564 -1.583
H 5.686 -0.561 -3.574
H 4.868 -0.645 -0.111
H 1.629 3.953 -4.867
H -4.564 -3.987 0.708
H 2.145 4.126 -2.465
H 4.666 -1.639 4.774
H 1.393 0.298 4.781
H -3.851 -1.734 0.010
H -4.899 2.663 0.807
H -2.684 5.350 4.319
H -7.398 2.261 -3.132
H 5.643 -2.232 -2.995
H -1.914 -5.741 -2.152
H 4.487 -0.158 1.860
H -4.653 -6.670 -0.739
H 1.547 3.699 -0.134
H -5.772 6.830 2.895
H -3.938 -6.385 0.846
H -0.266 0.012 2.951
H -3.215 4.119 -1.227
H -0.470 2.859 -5.611
H -5.676 6.125 4.505
H 0.920 -0.896 -2.972
H -4.368 7.147 3.920
H 7.411 -0.966 -2.064
H -2.980 -7.136 -0.441
H -2.052 1.966 -3.979
H -0.010 2.780 1.531
```

Results
Strongest force on any atom   0.79 eV/Å
⟨S²⟩   0.755
LUMO (alpha / beta)   -3.47 / -4.86 eV
2S+1   2
Orbital gap (alpha / beta)   6.91 / 5.47 eV
Total energy   -4939.511430 hartree
Total charge   +1